Molecular formula: C6H11N
Method: DFT, ωB97M-V/def2-TZVPD

For the HOMO energy, the calculation gives -7.68 eV. For the relative energy (zero: lowest compared OMol25 entry of this formula, charge and spin), the calculation gives 328.10 kJ/mol. Its charge is 0. Its HOMO-LUMO gap is 7.990 eV. As for the SMILES: C=N/C=C/CCC.

The geometry in XYZ format:
```
18
Properties=species:S:1:pos:R:3:forces:R:3
C -1.364121 1.713981 0.534389 0.6091 -0.3662 -0.5581
C -0.997124 1.633057 -0.946589 0.4630 0.8415 -1.1014
C 0.321685 0.908664 -1.195999 0.1016 -1.3488 3.0726
C 0.226974 -0.542404 -0.772470 -1.4650 -0.8420 0.3581
C 0.847232 -1.064217 0.328949 -0.6025 2.0707 -2.2381
N 1.593599 -2.220437 0.362336 0.0484 -1.5865 2.8090
C 1.411971 -3.097063 1.283435 -0.5277 0.2098 -1.4520
H -1.979320 2.584180 0.710931 -0.2204 0.1357 0.2318
H -1.883812 0.805458 0.863948 0.2344 0.2726 0.0774
H -0.404940 1.822505 1.047462 -0.3273 0.0338 0.5190
H -1.803668 1.156700 -1.497453 -0.1018 -0.0131 -0.2804
H -0.846844 2.638332 -1.366924 -0.4659 -0.0215 0.1770
H 0.865200 0.950412 -2.137881 -0.6154 0.2354 -0.3583
H 1.067991 1.231867 -0.437241 -0.1924 0.6817 -0.5122
H -0.640361 -1.130907 -1.142069 1.3074 -0.2617 -1.1013
H 0.955667 -0.344489 1.136781 1.2811 -0.0909 0.0593
H 0.408947 -3.264164 1.715509 0.5933 0.3418 0.4608
H 2.220927 -3.781473 1.512888 -0.1199 -0.2925 -0.1632
```
Forces are in eV/Å.

---

Molecular formula: C6H11N
Method: DFT, ωB97M-V/def2-TZVPD

For the HOMO energy, the calculation gives -9.95 eV. For the relative energy (zero: lowest compared OMol25 entry of this formula, charge and spin), the calculation gives 160.23 kJ/mol. Its charge is 0. Its HOMO-LUMO gap is 10.887 eV. As for the SMILES: C[C@@H]1C[C@H]1C.C#N.

The geometry in XYZ format:
```
18
Properties=species:S:1:pos:R:3:forces:R:3
C 1.252467 -0.427535 1.129875 0.1409 -0.0698 0.1118
C 0.509629 0.778748 0.621078 -0.0498 0.1262 0.0384
C 0.955753 1.540424 -0.604051 0.0537 -0.0065 -0.0481
C -0.110744 -0.580004 0.506110 -0.0565 -0.0269 -0.1258
C -1.360568 -0.905675 1.292731 -0.0692 -0.0171 0.1051
C -0.918000 -0.571140 -2.777854 -0.9737 -0.0629 0.0354
N -2.056158 -0.662050 -2.615853 1.0665 0.0868 -0.1775
H 0.139381 -0.486074 -2.924944 -0.1678 0.0018 -0.0042
H 1.355441 -0.552138 2.205532 -0.0743 0.0030 -0.1773
H 2.110734 -0.776938 0.558226 -0.1520 0.0865 0.0957
H 0.071305 1.402578 1.400544 0.0527 -0.0981 -0.1241
H 1.633043 2.361753 -0.343892 -0.0762 -0.1300 -0.0443
H 0.096800 1.967314 -1.137380 0.1405 -0.0548 0.0882
H 1.493649 0.882553 -1.299528 -0.0613 0.0758 0.1143
H -0.098046 -1.013337 -0.491075 0.0188 0.1064 0.1832
H -1.723912 -1.913903 1.065130 0.0958 0.1363 0.0994
H -1.187443 -0.843892 2.374806 -0.0038 0.0195 -0.2008
H -2.163337 -0.200680 1.040548 0.1157 -0.1763 0.0307
```
Forces are in eV/Å.

---

Molecular formula: C6H11N
Method: DFT, ωB97M-V/def2-TZVPD

For the HOMO energy, the calculation gives -8.65 eV. For the relative energy (zero: lowest compared OMol25 entry of this formula, charge and spin), the calculation gives 203.06 kJ/mol. Its charge is 0. Its HOMO-LUMO gap is 9.675 eV. As for the SMILES: CC=C=N.C=CC.

The geometry in XYZ format:
```
18
Properties=species:S:1:pos:R:3:forces:R:3
C 2.530453 0.080878 -1.949848 0.0505 0.0191 0.0222
C 1.059176 0.274773 -1.720653 -0.0905 0.1595 0.0984
C 0.529971 1.111514 -0.830118 0.0642 -0.0985 -0.1445
C -1.384163 -0.307759 1.993614 0.1364 -0.1740 -0.0724
C -2.774498 0.168147 1.656400 -0.1019 0.0147 -0.0465
C -0.702713 -1.145003 1.247575 0.1371 -0.1472 -0.1216
N -0.096850 -1.981133 0.578482 -0.2848 0.4377 0.3215
H 2.821249 -0.966552 -1.803308 -0.0442 0.1421 -0.0283
H 2.801846 0.345375 -2.978623 -0.0421 -0.0477 0.1351
H 3.122870 0.700070 -1.268838 -0.0945 -0.0866 -0.0945
H 0.390771 -0.316841 -2.349160 0.0797 0.0947 0.0832
H 0.492103 -1.541132 -0.134986 -0.0545 -0.0425 0.0625
H 1.156067 1.727312 -0.186564 -0.0647 -0.1067 -0.0937
H -0.545023 1.214326 -0.707554 0.1675 -0.0313 -0.0467
H -0.910015 0.041453 2.906960 -0.0349 -0.0787 -0.1146
H -2.832319 1.262346 1.682051 0.0197 -0.1625 -0.0155
H -3.075341 -0.163361 0.658122 0.0494 0.0402 0.1523
H -3.509043 -0.217822 2.372966 0.1075 0.0678 -0.0969
```
Forces are in eV/Å.

---

Molecular formula: C6H11N
Method: DFT, ωB97M-V/def2-TZVPD

For the HOMO energy, the calculation gives -11.38 eV. For the relative energy (zero: lowest compared OMol25 entry of this formula, charge and spin), the calculation gives 11.97 kJ/mol. Its charge is 0. Its HOMO-LUMO gap is 12.302 eV. As for the SMILES: CCC[C@@H](C)C#N.

The geometry in XYZ format:
```
18
Properties=species:S:1:pos:R:3:forces:R:3
C 1.536497 -0.398465 -2.210004 -0.0358 0.0223 -0.0103
C 1.138893 -0.369212 -0.728625 0.0114 -0.0080 0.0990
C -0.228270 0.258835 -0.393151 -0.0329 -0.0177 -0.0600
C -0.490691 0.377583 1.134441 0.0656 -0.0158 -0.0190
C -1.919847 0.779418 1.555541 -0.0386 0.0196 -0.0483
C -0.172544 -0.907062 1.781229 0.2369 -0.9075 0.4032
N 0.057434 -1.934537 2.260817 -0.2276 0.9631 -0.4038
H 2.556168 -0.792012 -2.302954 -0.1990 0.0672 0.0135
H 0.888746 -1.052356 -2.805527 -0.0020 0.1358 0.1546
H 1.532018 0.593989 -2.675843 -0.0673 -0.0990 0.1498
H 1.154321 -1.400507 -0.356203 -0.0116 0.1710 0.0238
H 1.921486 0.163920 -0.172047 -0.1275 -0.0237 -0.0248
H -0.297834 1.262243 -0.833764 -0.0145 -0.1266 0.1169
H -1.033451 -0.339824 -0.838686 0.1037 0.0588 0.0432
H 0.200179 1.121001 1.555676 -0.0113 -0.1647 -0.1187
H -2.199096 1.761260 1.160568 0.1430 -0.1563 -0.0562
H -2.658679 0.044670 1.219771 0.1618 0.0924 -0.0366
H -1.985331 0.831053 2.648761 0.0459 -0.0110 -0.2263
```
Forces are in eV/Å.

---

Molecular formula: C6H11N
Method: DFT, ωB97M-V/def2-TZVPD

For the HOMO energy, the calculation gives -8.74 eV. For the relative energy (zero: lowest compared OMol25 entry of this formula, charge and spin), the calculation gives 363.35 kJ/mol. Its charge is 0. Its HOMO-LUMO gap is 9.762 eV. As for the SMILES: C1CN2CCC1C2.

The geometry in XYZ format:
```
18
Properties=species:S:1:pos:R:3:forces:R:3
C -1.223630 0.747552 -0.126706 -5.4336 -1.1612 -5.5270
C -1.226867 -0.855870 -0.472166 2.2584 0.7538 -0.0377
C 1.202315 -0.690950 -0.506349 -3.6511 -1.9189 -2.9241
C 1.091375 0.820752 -0.388277 0.8893 -0.3882 -0.2701
C -0.025730 0.940822 0.656043 0.4117 4.7726 0.2647
C 0.213692 -0.392235 1.446589 -4.9413 -1.0983 1.3420
H -2.292881 1.048596 0.220633 2.0839 -0.4517 0.2150
H -1.257046 1.263532 -1.284748 0.5204 -0.9103 3.3668
H -2.194127 -1.354994 -0.175417 1.3491 0.2291 -0.2934
H -0.782481 -1.158556 -1.515142 -2.1528 0.7958 1.4874
H 2.093696 -0.958896 -0.074494 1.9386 -1.4216 0.9496
H 1.081252 -1.183802 -1.574789 0.6920 1.3037 1.9652
H 2.036006 1.146314 0.036681 0.1429 0.5796 -0.2515
H 0.930092 1.200108 -1.407960 -0.1943 0.6525 0.7889
H -0.195657 2.144314 0.923252 1.1870 -3.2060 0.6449
H 1.215827 -0.591752 1.738729 0.5643 0.3127 1.1213
H -0.674946 -0.884557 2.198637 2.6071 2.3330 -1.2683
N 0.009110 -1.240378 0.305477 1.7284 -1.1767 -1.5736
```
Forces are in eV/Å.

---

Molecular formula: C6H11N
Method: DFT, ωB97M-V/def2-TZVPD

For the HOMO energy, the calculation gives -7.80 eV. For the relative energy (zero: lowest compared OMol25 entry of this formula, charge and spin), the calculation gives 183.89 kJ/mol. Its charge is 0. Its HOMO-LUMO gap is 8.828 eV. As for the SMILES: C=CC/C(C)=C/N.

The geometry in XYZ format:
```
18
Properties=species:S:1:pos:R:3:forces:R:3
C 0.586346 1.383455 -0.901404 -1.6191 -0.7481 1.5896
C -0.139076 0.063416 -0.675413 -1.2629 -1.2903 1.2807
C -0.348999 -0.965830 -1.520193 0.6935 1.4984 -1.2997
N 0.159458 -0.979277 -2.845565 0.3563 -0.0616 1.3102
C -0.748050 -0.188377 0.735430 1.3640 0.9616 -0.5789
C 0.298352 -0.068632 1.831534 0.1383 0.9881 0.1342
C 0.056188 -0.141474 3.130949 0.2898 -1.6935 0.6943
H 0.850904 1.744154 0.125194 0.4961 -0.1709 -1.1554
H 1.399378 1.218551 -1.571000 0.8217 0.5158 -0.2873
H -0.133516 2.132836 -1.245423 0.2205 -0.0413 -0.4479
H -0.922919 -1.832897 -1.235386 0.0046 -0.0970 0.0790
H 0.719298 -0.164204 -3.032186 -0.2286 -0.0987 -0.5584
H -0.372276 -1.365605 -3.600778 -0.1361 0.0935 -0.0086
H -1.278764 -1.126684 0.694669 -0.1260 -0.3041 0.3896
H -1.439838 0.603866 1.028976 -0.3975 -0.0097 -0.4791
H 1.255866 0.409499 1.558349 -0.4666 -0.4639 -0.0346
H 0.773396 -0.002921 3.910145 0.9959 0.6865 -0.0725
H -0.715749 -0.719878 3.612102 -1.1439 0.2352 -0.5551
```
Forces are in eV/Å.

---

Molecular formula: C6H11N
Method: DFT, ωB97M-V/def2-TZVPD

For the HOMO energy, the calculation gives -11.38 eV. For the relative energy (zero: lowest compared OMol25 entry of this formula, charge and spin), the calculation gives 7.86 kJ/mol. Its charge is 0. Its HOMO-LUMO gap is 12.320 eV. As for the SMILES: CCC[C@@H](C)C#N.

The geometry in XYZ format:
```
18
Properties=species:S:1:pos:R:3:forces:R:3
C -2.462437 -0.182762 -1.037968 -0.0386 0.0006 -0.0439
C -1.450040 -0.039692 0.096039 0.0329 0.0296 0.0729
C -0.008631 -0.200292 -0.382869 0.0403 0.0206 -0.0638
C 1.044986 -0.077536 0.729582 0.1055 -0.0351 0.0009
C 2.484208 -0.240491 0.211406 0.2403 0.0693 -0.1933
C 0.999074 1.241348 1.384745 -0.0101 0.8307 0.3538
N 1.066570 2.304100 1.836145 -0.1904 -0.9485 -0.3351
H -3.485350 -0.064307 -0.667330 0.1362 -0.0152 -0.0596
H -2.298772 0.574939 -1.813050 -0.0074 -0.1042 0.1165
H -2.392504 -1.167788 -1.514549 0.0110 0.1362 0.0752
H -1.565040 0.942288 0.571900 0.0123 -0.1188 -0.0528
H -1.661268 -0.788089 0.872306 0.0531 0.1000 -0.0938
H 0.119101 -1.188388 -0.845709 -0.0034 0.1401 0.0747
H 0.215151 0.541487 -1.160286 -0.0510 -0.0623 0.0754
H 0.840364 -0.843156 1.490239 0.0174 0.1640 -0.0864
H 2.569358 -1.072329 -0.493201 -0.1177 -0.0144 0.1706
H 2.805505 0.667844 -0.316882 -0.1233 -0.2332 0.1300
H 3.179733 -0.407182 1.039490 -0.1068 0.0405 -0.1411
```
Forces are in eV/Å.

---

Molecular formula: C6H11N
Method: DFT, ωB97M-V/def2-TZVPD

For the HOMO energy, the calculation gives -7.77 eV. For the relative energy (zero: lowest compared OMol25 entry of this formula, charge and spin), the calculation gives 197.47 kJ/mol. Its charge is 0. Its HOMO-LUMO gap is 8.669 eV. As for the SMILES: C=CC(N)=C(C)C.

The geometry in XYZ format:
```
18
Properties=species:S:1:pos:R:3:forces:R:3
C 0.320334 -2.137834 0.024462 0.3167 -0.0921 0.0139
N 1.466449 0.245597 -1.160949 -0.5410 -0.7575 -1.4603
C 0.368340 0.345896 -0.240515 0.4109 -2.7848 -1.0973
C -0.212158 -0.755365 0.331136 1.6291 0.9233 -2.0086
C -1.511376 -0.687117 0.995114 -0.7586 -0.2794 -0.2693
C 0.622597 2.773783 0.048852 -0.3651 1.0360 1.8439
C -0.111602 1.667108 -0.133837 -2.2974 2.0459 0.3551
H 0.187870 -2.779632 0.903700 -0.2147 -0.0948 -0.3432
H 1.391222 -2.144766 -0.163399 0.1881 0.1104 0.0778
H -0.124644 -2.607302 -0.885471 -0.1163 0.2633 0.7065
H 1.238443 0.817495 -2.018098 0.4227 -0.4593 1.4516
H 1.419443 -0.717897 -1.531264 0.5749 0.6460 0.2867
H -1.972788 -1.650661 1.007171 -0.1819 -0.9487 -0.0741
H -1.466652 -0.425330 2.020071 -0.1035 0.8245 1.0585
H -2.206356 -0.097255 0.411342 -0.2330 0.6262 0.3044
H 0.090987 3.639662 0.626555 1.0825 -1.1387 -2.0231
H 1.744689 2.778123 0.017897 -1.2661 -0.1628 0.2422
H -1.244798 1.735493 -0.252767 1.4526 0.2425 0.9352
```
Forces are in eV/Å.

---

LUMO energy readings, ordered: 0.308, 0.937, 1.026, 0.927, 1.025, 1.030, 0.941, 0.901 eV